# 1
10 unconnected molecules or ions with the total composition C46H46Cl3N9 at a distorted geometry, computed with ωB97M-V/def2-TZVPD.

Calculated values
Kohn-Sham gap   9.60 eV
SMILES string   ClC(Cl)Cl.c1ccncc1.c1ccncc1.c1ccncc1.c1ccncc1.c1ccncc1.c1ccncc1.c1ccncc1.c1ccncc1.c1ccncc1

Each line ends with the Löwdin charge.
CARTESIAN COORDINATES (ANGSTROEM)
1 N -1.344 -3.970 -6.100  0.04
2 C -1.123 -3.142 -5.035  -0.11
3 C -0.794 -3.696 -3.766  -0.08
4 C -0.797 -5.080 -3.557  -0.08
5 C -1.063 -5.832 -4.690  -0.08
6 C -1.280 -5.281 -5.963  -0.15
7 H -1.186 -2.078 -5.210  0.10
8 H -0.475 -3.025 -2.982  0.02
9 H -0.618 -5.625 -2.642  0.09
10 H -1.066 -6.906 -4.574  0.09
11 H -1.467 -5.941 -6.798  0.10
12 N 4.725 -0.396 -1.991  0.05
13 C 4.147 0.475 -1.131  -0.12
14 C 3.413 -0.014 -0.012  -0.09
15 C 3.325 -1.396 0.160  -0.08
16 C 3.959 -2.261 -0.768  -0.08
17 C 4.585 -1.711 -1.839  -0.17
18 H 4.032 1.520 -1.380  0.08
19 H 2.833 0.606 0.656  0.05
20 H 2.768 -1.785 0.999  0.08
21 H 3.898 -3.317 -0.554  0.09
22 H 4.971 -2.284 -2.669  0.10
23 N -2.034 3.279 1.621  0.06
24 C -2.362 3.285 2.928  -0.14
25 C -2.121 4.401 3.721  -0.09
26 C -1.669 5.580 3.168  -0.07
27 C -1.292 5.565 1.835  -0.06
28 C -1.541 4.413 1.064  -0.15
29 H -2.632 2.359 3.413  0.10
30 H -2.469 4.349 4.742  0.10
31 H -1.460 6.391 3.851  0.11
32 H -0.860 6.366 1.254  0.10
33 H -1.216 4.427 0.034  0.09
34 N -5.680 1.169 0.300  0.08
35 C -4.757 2.147 0.030  -0.17
36 C -3.837 2.048 -0.965  -0.09
37 C -3.995 0.948 -1.872  -0.08
38 C -4.883 -0.043 -1.651  -0.12
39 C -5.633 0.095 -0.546  -0.16
40 H -4.610 2.973 0.709  0.09
41 H -3.119 2.836 -1.138  0.09
42 H -3.300 0.831 -2.690  0.10
43 H -5.000 -0.884 -2.319  0.10
44 H -6.298 -0.687 -0.211  0.09
45 N 0.003 1.843 4.682  0.06
46 C -0.451 0.599 4.757  -0.17
47 C -1.015 0.139 5.929  -0.08
48 C -1.067 0.928 7.067  -0.06
49 C -0.504 2.212 6.972  -0.07
50 C -0.062 2.659 5.758  -0.16
51 H -0.463 -0.050 3.894  0.04
52 H -1.480 -0.835 5.958  0.10
53 H -1.419 0.576 8.026  0.11
54 H -0.580 2.905 7.797  0.10
55 H 0.346 3.630 5.517  0.10
56 N 1.644 -5.082 -0.933  0.06
57 C 1.022 -3.990 -0.470  -0.20
58 C 0.459 -3.871 0.814  -0.07
59 C 0.751 -4.907 1.765  -0.07
60 C 1.405 -6.029 1.323  -0.08
61 C 1.831 -6.097 -0.031  -0.11
62 H 0.927 -3.189 -1.189  0.06
63 H 0.018 -2.950 1.164  0.05
64 H 0.558 -4.823 2.824  0.10
65 H 1.565 -6.810 2.053  0.10
66 H 2.226 -7.043 -0.370  0.10
67 N -4.968 -3.183 -0.769  0.07
68 C -5.538 -4.312 -0.235  -0.13
69 C -4.804 -5.343 0.278  -0.08
70 C -3.413 -5.303 0.106  -0.06
71 C -2.827 -4.205 -0.531  -0.07
72 C -3.637 -3.195 -0.967  -0.16
73 H -6.615 -4.235 -0.213  0.10
74 H -5.286 -6.176 0.768  0.10
75 H -2.838 -6.125 0.506  0.10
76 H -1.751 -4.112 -0.529  0.07
77 H -3.238 -2.327 -1.471  0.05
78 N 4.921 4.870 -5.065  0.04
79 C 4.617 3.570 -5.153  -0.14
80 C 3.723 2.960 -4.235  -0.05
81 C 3.102 3.771 -3.264  -0.10
82 C 3.359 5.120 -3.249  -0.09
83 C 4.240 5.653 -4.196  -0.14
84 H 5.227 2.975 -5.817  0.10
85 H 3.578 1.890 -4.224  0.09
86 H 2.489 3.279 -2.523  0.06
87 H 2.999 5.695 -2.409  0.09
88 H 4.616 6.665 -4.219  0.10
89 N 2.548 3.959 0.334  0.05
90 C 3.864 4.250 0.353  -0.16
91 C 4.684 3.932 1.435  -0.08
92 C 4.142 3.358 2.572  -0.08
93 C 2.770 3.145 2.631  -0.06
94 C 1.991 3.476 1.503  -0.15
95 H 4.313 4.454 -0.608  0.09
96 H 5.741 4.057 1.251  0.10
97 H 4.843 3.143 3.365  0.10
98 H 2.332 2.655 3.488  0.08
99 H 0.928 3.282 1.528  0.06
100 C -0.582 0.428 -0.229  -1.40
101 Cl 0.528 1.711 -0.887  0.57
102 Cl -0.053 -0.206 1.326  0.60
103 Cl -0.828 -0.938 -1.370  0.58
104 H -1.569 0.840 -0.018  -0.02



# 2
A molecular structure, C46H46CsO2S2Sb3Se4, computed with ωB97M-V/def2-TZVPD.

Calculated values
Kohn-Sham gap   4.20 eV
Net charge   -2

Each line ends with the Löwdin charge.
CARTESIAN COORDINATES (ANGSTROEM)
1 Cs -0.581 -1.535 0.392  0.48
2 C 7.307 -1.752 0.980  -0.05
3 C 6.159 -1.318 0.109  -0.28
4 C 4.854 -1.668 0.435  -0.02
5 C 3.789 -1.276 -0.360  -0.06
6 C 4.028 -0.518 -1.493  -0.35
7 C 5.323 -0.168 -1.849  -0.08
8 C 6.378 -0.566 -1.044  -0.05
9 S 2.592 -0.040 -2.485  1.04
10 O 1.430 -0.548 -1.713  -0.61
11 C 2.889 1.740 -2.359  -0.31
12 C 3.588 2.229 -3.484  -0.09
13 C 3.999 3.527 -3.532  -0.02
14 C 3.722 4.399 -2.452  -0.16
15 C 4.150 5.750 -2.465  -0.04
16 C 3.870 6.579 -1.417  -0.09
17 C 3.145 6.094 -0.307  -0.07
18 C 2.712 4.801 -0.271  0.00
19 C 2.985 3.915 -1.345  -0.10
20 C 2.538 2.558 -1.322  -0.12
21 C 1.703 2.105 -0.176  -0.14
22 C 2.337 1.690 1.028  -0.10
23 C 3.751 1.636 1.157  -0.04
24 C 4.319 1.203 2.320  -0.08
25 C 3.516 0.787 3.409  -0.06
26 C 2.156 0.846 3.329  -0.01
27 C 1.537 1.329 2.144  -0.13
28 C 0.133 1.440 2.069  -0.07
29 C -0.463 1.833 0.893  -0.16
30 C 0.328 2.156 -0.222  -0.33
31 S -0.625 2.632 -1.676  1.04
32 O 0.055 2.230 -2.936  -0.50
33 C -0.356 4.412 -1.528  -0.36
34 C 0.225 5.069 -2.595  -0.07
35 C 0.431 6.441 -2.516  -0.05
36 C 0.056 7.158 -1.389  -0.29
37 C 0.315 8.637 -1.287  -0.06
38 C -0.551 6.474 -0.333  -0.04
39 C -0.761 5.109 -0.397  -0.06
40 H 7.023 -1.735 2.033  0.08
41 H 8.172 -1.102 0.846  0.07
42 H 7.615 -2.772 0.740  0.08
43 H 4.655 -2.232 1.339  0.13
44 H 2.772 -1.524 -0.090  0.10
45 H 5.509 0.431 -2.731  0.10
46 H 7.389 -0.279 -1.309  0.11
47 H 3.778 1.563 -4.318  0.11
48 H 4.530 3.907 -4.397  0.11
49 H 4.706 6.110 -3.323  0.11
50 H 4.201 7.610 -1.434  0.10
51 H 2.925 6.757 0.521  0.11
52 H 2.151 4.436 0.579  0.13
53 H 4.376 1.917 0.317  0.12
54 H 5.399 1.154 2.402  0.10
55 H 3.988 0.414 4.310  0.10
56 H 1.510 0.531 4.145  0.04
57 H -0.471 1.185 2.938  0.01
58 H -1.547 1.834 0.830  0.07
59 H 0.527 4.490 -3.459  0.11
60 H 0.911 6.957 -3.340  0.11
61 H 0.800 9.012 -2.188  0.07
62 H 0.964 8.858 -0.437  0.07
63 H -0.613 9.194 -1.143  0.08
64 H -0.851 7.018 0.555  0.12
65 H -1.216 4.585 0.437  0.12
66 C -5.200 -0.696 -0.422  -0.37
67 Sb -4.418 -2.471 0.520  1.12
68 C -5.751 -2.700 2.163  -0.34
69 C -5.819 -3.644 -0.838  -0.33
70 C -5.971 -5.080 -0.492  -0.30
71 C -7.140 -5.521 0.137  -0.07
72 C -7.337 -6.844 0.498  -0.11
73 C -6.355 -7.783 0.218  -0.12
74 C -5.185 -7.368 -0.399  -0.08
75 C -4.961 -6.036 -0.744  -0.31
76 C -3.642 -5.639 -1.316  -0.35
77 Sb -2.075 -5.242 0.179  1.23
78 C -1.425 -7.315 0.202  -0.37
79 C -3.188 -5.429 1.997  -0.33
80 H -6.242 -0.560 -0.131  0.00
81 H -5.146 -0.806 -1.507  -0.01
82 H -4.623 0.170 -0.103  -0.05
83 H -6.475 -1.884 2.132  0.01
84 H -5.193 -2.646 3.097  -0.08
85 H -6.261 -3.661 2.080  -0.01
86 H -5.401 -3.506 -1.839  0.04
87 H -6.786 -3.139 -0.802  0.05
88 H -7.914 -4.790 0.346  0.10
89 H -8.255 -7.140 0.992  0.09
90 H -6.492 -8.823 0.485  0.09
91 H -4.406 -8.093 -0.612  0.10
92 H -3.717 -4.750 -1.938  0.03
93 H -3.218 -6.444 -1.921  0.05
94 H -2.262 -7.971 0.444  -0.02
95 H -0.654 -7.433 0.965  -0.01
96 H -1.006 -7.601 -0.765  -0.02
97 H -4.254 -5.541 1.800  0.00
98 H -3.014 -4.555 2.627  -0.03
99 H -2.828 -6.310 2.529  0.01
100 Se -0.035 -2.711 3.492  -0.40
101 Sb -1.917 -1.323 4.344  -0.38
102 Se -3.145 -0.270 2.363  -0.21
103 Se -3.532 -2.729 5.507  -0.29
104 Se -0.950 0.572 5.579  -0.26



# 3
A molecular structure, C46H47AsCdIN6S, computed with ωB97M-V/def2-TZVPD.

Calculated values
Kohn-Sham gap   7.87 eV
Net charge   +1

Each line ends with the Löwdin charge.
CARTESIAN COORDINATES (ANGSTROEM)
1 Cd -2.012 -0.577 -0.164  1.26
2 N -4.187 -1.875 -0.713  -0.04
3 C -4.401 -2.622 0.521  -0.27
4 C -4.675 -1.636 1.650  -0.21
5 N -3.626 -0.615 1.763  -0.17
6 C -2.787 -0.714 2.959  -0.24
7 C -1.819 -1.886 2.862  -0.24
8 N -1.005 -1.789 1.645  -0.05
9 H -3.831 -2.452 -1.465  0.07
10 H -5.039 -1.434 -1.038  0.08
11 H -5.223 -3.343 0.467  0.12
12 H -3.489 -3.189 0.731  0.10
13 H -5.625 -1.136 1.444  0.12
14 H -4.798 -2.167 2.598  0.12
15 H -4.047 0.303 1.724  0.04
16 H -2.217 0.215 3.037  0.08
17 H -3.389 -0.817 3.870  0.12
18 H -1.201 -1.908 3.763  0.12
19 H -2.370 -2.828 2.835  0.11
20 H -0.181 -1.211 1.793  0.00
21 H -0.661 -2.693 1.344  0.04
22 I -2.833 1.381 -2.707  0.95
23 C -1.421 0.261 -3.773  -0.65
24 C -1.076 0.751 -5.002  -0.17
25 C -0.255 -0.006 -5.859  -0.08
26 C 0.137 -1.252 -5.480  -0.04
27 C -0.225 -1.779 -4.217  -0.17
28 C 0.125 -3.114 -3.894  -0.04
29 C -0.250 -3.652 -2.704  -0.11
30 C -0.900 -2.836 -1.751  -0.23
31 C -1.239 -1.522 -1.978  -0.27
32 C -0.970 -1.001 -3.285  -0.28
33 H -1.460 1.706 -5.335  0.08
34 H 0.022 0.395 -6.825  0.11
35 H 0.726 -1.872 -6.145  0.12
36 H 0.668 -3.698 -4.627  0.12
37 H -0.024 -4.684 -2.467  0.10
38 H -1.087 -3.282 -0.777  0.05
39 N 0.527 0.861 1.837  0.18
40 C 0.830 1.646 2.622  -0.12
41 C 1.088 2.651 3.615  -0.21
42 C 0.125 3.637 3.827  -0.02
43 C 0.361 4.611 4.781  -0.06
44 C 1.544 4.599 5.509  -0.06
45 C 2.499 3.615 5.291  -0.06
46 C 2.278 2.634 4.339  -0.01
47 H -0.790 3.621 3.254  0.10
48 H -0.377 5.382 4.959  0.11
49 H 1.723 5.363 6.254  0.11
50 H 3.417 3.613 5.863  0.11
51 H 3.008 1.860 4.150  0.10
52 N -0.249 3.008 -0.192  0.12
53 C -1.560 3.222 -0.017  -0.90
54 S -2.480 2.114 0.873  0.56
55 N -2.044 4.340 -0.583  0.06
56 C -3.375 4.850 -0.629  -0.26
57 C -4.227 4.851 0.467  -0.05
58 C -5.493 5.404 0.336  -0.07
59 C -5.905 5.967 -0.861  -0.08
60 C -5.038 5.982 -1.945  -0.07
61 C -3.777 5.423 -1.831  -0.04
62 H 0.149 2.166 0.191  0.02
63 H 0.301 3.547 -0.841  0.12
64 H -1.407 4.828 -1.195  0.15
65 H -3.907 4.439 1.408  0.08
66 H -6.157 5.406 1.190  0.11
67 H -6.891 6.401 -0.949  0.11
68 H -5.344 6.422 -2.884  0.11
69 H -3.104 5.421 -2.681  0.11
70 C 5.114 -6.002 -0.932  -0.08
71 C 5.377 -5.132 0.114  -0.08
72 C 4.530 -4.059 0.363  -0.10
73 C 3.407 -3.853 -0.431  -0.39
74 C 3.141 -4.741 -1.472  -0.13
75 C 3.995 -5.802 -1.728  -0.08
76 As 2.113 -2.440 -0.068  1.35
77 C 3.086 -1.478 1.324  -0.43
78 C 2.800 -1.808 2.646  -0.15
79 C 3.497 -1.219 3.692  -0.09
80 C 4.483 -0.281 3.420  -0.11
81 C 4.756 0.075 2.105  -0.08
82 C 4.062 -0.521 1.062  -0.10
83 C 2.407 -1.225 -1.562  -0.40
84 C 1.718 -0.014 -1.535  -0.14
85 C 1.800 0.866 -2.602  -0.09
86 C 2.571 0.548 -3.711  -0.09
87 C 3.262 -0.653 -3.741  -0.07
88 C 3.177 -1.539 -2.674  -0.09
89 H 5.779 -6.833 -1.128  0.11
90 H 6.247 -5.282 0.741  0.11
91 H 4.759 -3.381 1.175  0.09
92 H 2.263 -4.603 -2.093  0.08
93 H 3.784 -6.477 -2.548  0.11
94 H 2.045 -2.557 2.865  0.09
95 H 3.283 -1.502 4.714  0.11
96 H 5.045 0.166 4.230  0.11
97 H 5.527 0.804 1.889  0.11
98 H 4.298 -0.256 0.038  0.10
99 H 1.116 0.236 -0.668  0.05
100 H 1.251 1.801 -2.581  0.09
101 H 2.626 1.228 -4.550  0.11
102 H 3.870 -0.907 -4.600  0.11
103 H 3.735 -2.467 -2.710  0.10



# 4
A molecular structure, C46H48N5O3OsSSiTe at a distorted geometry, computed with ωB97M-V/def2-TZVPD.

Calculated values
Kohn-Sham gap (alpha / beta)   6.25 / 6.13 eV
Net charge   +2
Multiplicity   2
⟨S²⟩   0.76

Each line ends with the Mulliken spin population.
CARTESIAN COORDINATES (ANGSTROEM)
1 Os -0.633 -0.672 0.602  0.69
2 C 0.410 -0.863 5.876  0.00
3 N 0.183 0.340 5.081  0.00
4 C 0.275 1.643 5.539  0.00
5 C -0.005 2.452 4.499  0.00
6 N -0.257 1.630 3.416  0.01
7 C -0.146 0.351 3.781  0.02
8 S -0.379 -1.093 2.853  -0.02
9 H 0.615 -0.561 6.898  0.00
10 H 1.270 -1.405 5.490  0.00
11 H -0.475 -1.494 5.855  0.00
12 H 0.526 1.866 6.561  0.00
13 H -0.059 3.525 4.430  0.00
14 H -0.578 1.934 2.496  -0.01
15 O 3.713 0.333 5.606  0.00
16 C 4.795 -0.031 4.757  0.00
17 N 4.214 -0.418 3.501  0.00
18 C 4.553 0.151 2.314  0.00
19 O 5.477 0.919 2.145  0.00
20 C 3.658 -0.239 1.165  0.00
21 C 4.182 -0.573 -0.077  0.00
22 C 3.307 -0.844 -1.115  0.00
23 C 1.950 -0.787 -0.879  0.02
24 N 1.437 -0.515 0.336  0.06
25 C 2.293 -0.199 1.325  0.02
26 H 4.076 0.635 6.446  0.00
27 H 5.354 -0.861 5.189  0.00
28 H 5.466 0.803 4.561  0.00
29 H 3.480 -1.108 3.520  0.00
30 H 5.256 -0.591 -0.223  0.00
31 H 3.664 -1.089 -2.107  0.00
32 H 1.233 -0.972 -1.667  0.01
33 H 1.864 0.082 2.270  -0.04
34 C -2.861 -8.780 0.126  0.00
35 C -2.860 -7.280 0.211  0.00
36 C -3.530 -6.504 -0.730  0.00
37 C -3.545 -5.117 -0.666  -0.02
38 C -4.271 -4.349 -1.740  0.02
39 C -2.853 -4.494 0.385  0.00
40 Te -3.003 -2.390 0.505  0.09
41 N -2.146 0.465 0.570  0.19
42 C -2.404 1.700 0.739  -0.04
43 O -1.418 2.602 0.997  -0.03
44 C -3.793 2.212 0.708  -0.02
45 C -4.062 3.575 0.822  0.00
46 C -5.369 4.034 0.770  0.00
47 C -6.416 3.138 0.618  0.00
48 C -6.159 1.776 0.524  0.00
49 C -4.856 1.314 0.570  0.01
50 C -1.727 -2.068 -1.176  0.03
51 C -0.628 -2.950 -1.240  -0.04
52 C 0.157 -3.025 -2.381  0.00
53 C -0.110 -2.174 -3.444  0.00
54 C -1.169 -1.277 -3.373  0.02
55 C -2.025 -1.226 -2.271  0.04
56 C -3.287 -0.416 -2.338  0.01
57 C -2.165 -5.244 1.345  -0.01
58 C -1.390 -4.648 2.492  0.00
59 C -2.183 -6.631 1.235  0.00
60 H -3.473 -9.133 -0.703  0.00
61 H -3.248 -9.220 1.047  0.00
62 H -1.847 -9.160 -0.015  0.00
63 H -4.058 -6.995 -1.540  0.00
64 H -4.718 -5.034 -2.458  0.00
65 H -3.592 -3.694 -2.294  0.00
66 H -5.076 -3.730 -1.335  0.00
67 H -3.264 4.289 0.965  0.00
68 H -5.568 5.094 0.856  0.00
69 H -7.435 3.501 0.581  0.00
70 H -6.977 1.075 0.420  0.00
71 H -4.656 0.256 0.506  0.00
72 H -0.454 -3.643 -0.424  -0.01
73 H 0.964 -3.744 -2.435  0.00
74 H 0.490 -2.220 -4.344  0.00
75 H -1.386 -0.647 -4.228  0.00
76 H -3.370 0.089 -3.300  0.00
77 H -3.352 0.329 -1.545  -0.01
78 H -4.154 -1.076 -2.228  0.00
79 H -1.431 -3.561 2.513  0.00
80 H -0.341 -4.946 2.439  0.00
81 H -1.778 -5.007 3.447  0.00
82 H -1.651 -7.219 1.976  0.00
83 C -2.855 4.079 -4.118  0.00
84 C -2.630 5.213 -3.350  0.00
85 C -2.005 5.099 -2.116  0.00
86 C -1.597 3.852 -1.635  0.00
87 C -1.829 2.720 -2.423  0.00
88 C -2.454 2.832 -3.654  0.00
89 Si -0.704 3.781 -0.028  0.02
90 C 1.099 3.385 -0.149  0.02
91 C 1.956 3.755 0.894  -0.01
92 C 3.327 3.568 0.793  0.00
93 C 3.861 3.021 -0.367  0.00
94 C 3.027 2.652 -1.415  0.00
95 C 1.654 2.832 -1.306  0.00
96 H -3.343 4.166 -5.081  0.00
97 H -2.942 6.185 -3.711  0.00
98 H -1.843 5.995 -1.522  0.00
99 H -1.517 1.739 -2.078  0.01
100 H -2.629 1.951 -4.260  0.00
101 H -0.865 5.027 0.746  0.00
102 H 1.554 4.231 1.786  0.00
103 H 3.984 3.868 1.601  0.00
104 H 4.934 2.897 -0.454  0.00
105 H 3.451 2.254 -2.329  0.00
106 H 1.016 2.581 -2.148  0.00